8
Properties=species:S:1:pos:R:3:lowdin_charge:R:1 method="wB97M-V/def2-TZVPD" max_force_ha_per_bohr=0.13193 energy_ev=-7156.9253 smiles="C=C(C#N)C#N" orbital_gap_ev=11.1 homo_energy_ha=-0.430 de_lowest_kj_mol=191.5 molar_mass_g_mol=78.07
C 0.73 1.32 0.01 -0.2237
C 1.08 -1.19 -0.05 -0.1182
C -1.40 -0.06 -0.01 0.0553
C -0.14 0.22 -0.01 -0.2106
N 1.58 2.12 -0.02 0.1927
N 1.96 -1.90 -0.01 0.0869
H -1.57 -1.18 0.07 0.1087
H -2.25 0.67 0.02 0.1089